# C35H48ClIrN5Si

A molecular structure, C35H48ClIrN5Si (the ωB97M-V functional and the def2-TZVPD basis, the OMol25 dataset).

Last column: Mulliken charge in e.
Atoms and positions in Å:
Ir: -0.5415 0.0204 -0.1883  4.10
C: -4.3696 -0.2183 -1.8085  -1.50
C: -3.7251 -1.3830 -1.1288  0.72
C: -4.4688 -2.5386 -0.8967  -0.95
C: -3.8586 -3.6342 -0.3038  -0.76
C: -2.5179 -3.5703 0.0029  -0.63
C: -1.8097 -2.3926 -0.2792  0.14
N: -2.4378 -1.3125 -0.8104  -0.20
N: -0.5009 -2.1787 -0.0458  0.39
Si: 0.6530 -3.5006 -0.0390  0.07
C: 2.4098 -2.7831 0.0372  -0.56
C: 0.3649 -4.5083 -1.6436  -1.25
C: 0.5030 -4.6696 1.4702  -1.42
H: -5.4265 -0.1748 -1.5591  0.48
H: -4.2879 -0.3489 -2.8884  0.35
H: -3.8937 0.7156 -1.5281  0.19
H: -5.5084 -2.5752 -1.1757  0.50
H: -4.4221 -4.5324 -0.0992  0.49
H: -2.0097 -4.3873 0.4799  0.33
H: 2.4529 -1.7296 -0.2039  -0.36
H: 3.0690 -3.3005 -0.6503  0.48
H: 2.8264 -2.9153 1.0292  0.42
H: -0.0837 -3.9085 -2.4296  0.35
H: -0.2931 -5.3512 -1.4625  0.40
H: 1.2965 -4.9095 -2.0286  0.47
H: 0.4245 -4.1136 2.3991  0.38
H: 1.3972 -5.2823 1.5266  0.40
H: -0.3416 -5.3480 1.4107  0.45
C: 3.1942 0.0251 2.6071  -1.32
C: 4.2440 0.6734 1.7023  0.01
C: 4.6749 2.0373 2.2656  -1.40
C: 3.9691 0.7100 0.2045  0.48
C: 5.1226 0.6495 -0.5706  -0.86
C: 5.0901 0.5254 -1.9433  -1.51
C: 3.8728 0.3498 -2.5721  -0.96
C: 2.6882 0.3938 -1.8591  1.26
C: 1.4155 0.1892 -2.6495  3.82
C: 1.2188 1.3596 -3.6125  -1.88
C: 1.4314 -1.1326 -3.4228  -1.57
C: 2.7188 0.6782 -0.4687  -0.61
N: 1.5254 0.9021 0.1967  0.51
C: 1.4687 1.7955 1.1483  -0.79
C: 0.3391 1.9235 1.9675  0.06
C: 0.1271 2.7279 3.1190  -1.29
C: -1.1130 2.3875 3.5987  -1.38
C: -1.6454 1.4015 2.7245  -0.73
N: -0.7699 1.1340 1.7570  0.20
C: -2.9854 0.7349 2.7808  2.62
C: -3.7020 1.1056 1.4746  -1.17
C: -3.8121 1.1945 3.9806  -2.48
C: -2.7800 -0.7836 2.8587  -1.14
H: 3.6965 -0.3872 3.4791  0.55
H: 2.6726 -0.7793 2.0989  -0.02
H: 2.4591 0.7378 2.9679  0.30
H: 5.1332 0.0376 1.7692  0.81
H: 3.8265 2.6808 2.4818  0.32
H: 5.3334 2.5637 1.5784  0.38
H: 5.2068 1.8849 3.2007  0.41
H: 6.0836 0.7017 -0.0802  0.55
H: 6.0010 0.5201 -2.5186  0.40
H: 3.8530 0.1969 -3.6383  0.42
H: 0.5455 0.1414 -1.9421  -2.90
H: 2.0023 1.3517 -4.3664  0.47
H: 1.2660 2.3148 -3.0931  0.29
H: 0.2604 1.2840 -4.1238  0.46
H: 2.2788 -1.1836 -4.1001  0.36
H: 0.5270 -1.2290 -4.0196  0.49
H: 1.4874 -1.9757 -2.7408  0.23
H: 2.3038 2.4713 1.3135  0.71
H: 0.8208 3.4318 3.5373  0.57
H: -1.6004 2.7842 4.4665  0.65
H: -3.8600 2.1815 1.4338  0.43
H: -4.6645 0.6060 1.3996  0.46
H: -3.0773 0.8108 0.6321  -0.26
H: -4.0194 2.2603 3.9267  0.45
H: -3.2950 0.9806 4.9126  0.48
H: -4.7616 0.6646 3.9933  0.44
H: -2.1403 -1.1219 2.0459  -0.02
H: -3.7383 -1.2914 2.7920  0.42
H: -2.3096 -1.0543 3.8005  0.42
Cl: -0.0008 5.8085 -0.8532  -0.20
C: -0.7052 4.4072 -1.5558  -0.28
C: -1.2938 4.4409 -2.8157  -0.35
C: -1.8317 3.2618 -3.3056  -1.08
C: -1.7380 2.1056 -2.5455  -0.47
N: -1.1832 2.0813 -1.3355  0.01
C: -0.6949 3.2130 -0.8456  -0.30
H: -1.3318 5.3561 -3.3858  0.49
H: -2.3128 3.2367 -4.2718  0.46
H: -2.1211 1.1645 -2.9128  0.71
H: -0.2714 3.1888 0.1468  0.39

Gap between HOMO and LUMO (spin up / spin down) (eV): 5.68 / 5.68
Energy (eV): -67759.0533
HOMO (spin up / spin down) (Ha): -0.3773 / -0.3773
Multiplicity: 1
Charge: +1